This record from the Open Molecules 2025 dataset describes a 8-piece molecular cluster, C39H95NO14P2S8 overall at a distorted geometry. The level of theory is ωB97M-V/def2-TZVPD.

XYZ file:
```
159
Properties=species:S:1:pos:R:3:mulliken_charge:R:1
C -0.29957 -4.24823 3.99665 -1.249
C -0.81870 -3.70882 2.65851 -0.280
N -0.45568 -2.30189 2.54301 0.806
C -0.96578 -1.53575 1.41263 0.064
C -2.38492 -0.93975 1.68207 -0.317
C -3.47799 -1.32764 0.67002 -0.029
C -4.14438 -2.68630 0.93638 -0.559
C -5.29425 -2.95605 -0.05349 -1.066
C -4.78715 -3.25790 -1.48106 -0.160
O -5.32164 -4.48794 -1.96337 -0.411
C -6.16893 -4.34462 -3.07341 -0.692
O -1.19023 -2.48955 0.35525 -0.470
S -0.17703 -3.06478 -0.72021 1.523
O -0.73989 -2.70702 -2.00675 -0.774
O 0.07490 -4.45306 -0.42378 -0.770
C 1.31756 -2.10195 -0.54242 -1.791
C 1.45914 -1.14823 0.67820 0.492
P 2.27707 -2.21680 2.00563 0.493
O 2.15802 -3.69214 1.79510 -0.634
P 2.97088 -0.11785 0.13008 -0.089
C 3.48324 0.91580 1.57338 -1.215
C 2.47362 1.21903 -1.02766 -0.165
C 2.23057 0.75337 -2.47570 -0.947
C 0.08776 -0.45274 1.01534 2.858
C -0.50233 0.24346 -0.28384 0.959
C -0.76889 1.75896 -0.32013 -1.780
C -2.09620 2.34117 0.20063 -1.416
C -3.36809 1.89103 -0.52967 0.097
C -4.59803 2.21148 0.30942 -0.675
O -5.74351 1.55364 -0.18393 -0.400
C -6.74441 1.42013 0.80157 -0.565
C 0.21882 0.64843 2.08518 -0.138
C 0.69785 0.43862 3.51875 -0.507
O 0.74874 1.72601 4.14412 -0.525
C -0.46754 2.08838 4.76529 0.302
C -0.56030 1.58914 6.21941 -1.106
H 0.77910 -4.40642 3.94066 0.089
H -0.53600 -3.56398 4.82261 0.299
H -0.78959 -5.19752 4.23302 0.446
H -1.90298 -3.87893 2.59173 0.141
H -0.34101 -4.28091 1.86522 0.275
H -0.66259 -1.83653 3.41214 0.177
H -2.35790 0.14784 1.76425 -0.992
H -2.74298 -1.29818 2.65116 1.077
H -3.12864 -1.29957 -0.36492 0.199
H -4.27176 -0.56959 0.74984 0.006
H -4.50601 -2.72910 1.96772 0.212
H -3.41350 -3.48908 0.77988 0.366
H -5.84282 -3.84518 0.27136 0.533
H -5.97165 -2.10032 -0.07625 0.250
H -3.69416 -3.34503 -1.49477 0.038
H -5.06476 -2.45096 -2.16904 0.358
H -5.63558 -3.94739 -3.94757 0.281
H -7.01955 -3.68027 -2.85897 0.299
H -6.56336 -5.33174 -3.32580 0.256
H 1.32240 -1.50306 -1.45731 0.754
H 2.15826 -2.79635 -0.60586 0.493
H 3.63083 -1.82288 1.93143 0.157
H 1.88453 -1.81847 3.28061 -0.023
H 4.48400 1.27181 1.29827 0.503
H 3.60260 0.32833 2.48136 0.383
H 2.85682 1.79219 1.74413 0.321
H 1.68751 1.87806 -0.66679 0.018
H 3.38680 1.83379 -1.03400 0.706
H 1.16878 0.66078 -2.72252 0.228
H 2.73924 -0.19438 -2.66738 0.379
H 2.61583 1.51283 -3.16020 0.172
H 0.16949 0.05396 -1.12235 -0.723
H -1.42019 -0.27572 -0.58500 -0.470
H -0.72120 2.04579 -1.38353 0.758
H 0.02176 2.34988 0.14228 0.515
H -2.00028 3.42500 0.03673 0.715
H -2.20869 2.24243 1.29020 0.126
H -3.42466 2.48520 -1.45910 0.274
H -3.35620 0.84291 -0.83688 0.087
H -4.42014 1.91595 1.35781 0.160
H -4.76681 3.30050 0.31681 0.451
H -6.50714 0.60250 1.49580 0.020
H -7.69200 1.21787 0.29978 0.314
H -6.85944 2.34458 1.38554 0.332
H -0.73496 1.17599 2.17531 -1.025
H 0.91198 1.38767 1.67871 -0.074
H 0.03879 -0.19518 4.12186 0.427
H 1.70698 0.04391 3.59887 -0.226
H -0.53491 3.18046 4.73510 0.514
H -1.32857 1.71894 4.18759 -0.241
H -1.54258 1.15554 6.42267 0.176
H 0.19105 0.81257 6.38006 0.350
H -0.38765 2.39596 6.93185 0.331
C 1.14541 5.96978 -4.82994 -0.391
S 1.44928 4.26644 -5.29457 0.361
O 1.16951 3.42694 -4.08487 -0.421
C 3.23099 4.43107 -5.34917 -1.007
H 0.07546 6.07968 -4.66977 0.353
H 1.71673 6.19293 -3.92951 -0.355
H 1.46274 6.62403 -5.64174 0.431
H 3.59450 4.75657 -4.37423 0.126
H 3.51780 5.14859 -6.11215 0.490
H 3.64795 3.45665 -5.59608 0.404
C 5.97480 8.32838 -5.54798 -0.783
S 6.41660 7.11602 -6.79671 0.405
O 5.71850 5.86069 -6.40908 -0.533
C 8.12776 6.92450 -6.28676 -0.958
H 4.91628 8.54874 -5.66661 0.271
H 6.14642 7.91062 -4.55602 0.182
H 6.56029 9.23537 -5.70202 0.430
H 8.15859 6.61489 -5.24234 0.287
H 8.65474 7.86820 -6.42723 0.374
H 8.57409 6.15720 -6.91562 0.324
C 3.92947 -5.71078 3.77510 -0.928
S 2.92249 -7.00879 4.50289 0.540
O 3.04430 -6.87352 5.98086 -0.672
C 3.96703 -8.37546 4.00307 -0.740
H 3.45701 -4.75879 4.00762 0.120
H 4.93083 -5.74804 4.20552 0.516
H 3.96147 -5.84045 2.69368 0.335
H 4.96853 -8.23633 4.41203 0.326
H 3.99390 -8.43198 2.91622 0.149
H 3.53055 -9.29265 4.39009 0.326
C -3.84614 4.08275 -4.49696 -1.149
S -2.22162 3.58031 -5.08583 0.908
O -1.69363 4.72728 -5.87577 -0.742
C -2.82630 2.37079 -6.26598 -1.083
H -3.70046 4.88489 -3.77620 0.298
H -4.44160 4.44284 -5.33621 0.412
H -4.33702 3.23705 -4.01532 0.339
H -3.49748 2.85613 -6.97460 0.364
H -3.33895 1.57228 -5.72975 0.350
H -1.96220 1.96603 -6.78846 0.307
C -4.79923 -0.43523 6.05774 -1.034
S -5.63893 -0.79847 4.51273 0.385
O -4.82628 -0.17408 3.43248 -0.434
C -7.04198 0.28591 4.79129 -1.083
H -3.86195 -0.98844 6.05913 0.283
H -4.60173 0.63529 6.11914 0.282
H -5.41799 -0.76357 6.89258 0.474
H -6.68687 1.30534 4.94194 0.313
H -7.60166 -0.06234 5.65922 0.449
H -7.67238 0.23874 3.90591 0.320
C 4.51375 7.14323 -0.19776 -1.035
S 3.60029 6.71961 -1.68563 0.591
O 4.36474 7.28496 -2.83089 -0.592
C 2.22567 7.83727 -1.38340 -0.920
H 5.44551 6.58209 -0.21496 0.335
H 4.72375 8.21267 -0.19370 0.326
H 3.93000 6.85950 0.67785 0.372
H 2.60233 8.85610 -1.29305 0.334
H 1.70767 7.53337 -0.47383 0.353
H 1.54767 7.76610 -2.23077 0.258
C 4.44421 -9.40433 -0.55431 -0.925
S 3.47079 -10.73097 0.16619 0.478
O 3.60791 -10.60966 1.64191 -0.561
C 4.56084 -12.06579 -0.34133 -0.951
H 3.95134 -8.46579 -0.30852 0.275
H 5.44887 -9.42146 -0.13151 0.301
H 4.47719 -9.52598 -1.63680 0.404
H 5.55683 -11.89539 0.06711 0.299
H 4.59112 -12.11420 -1.42978 0.369
H 4.15068 -12.99151 0.05608 0.318
```

Properties
- electronic energy (eV) = -177390.6916
- frontier orbital gap (eV) = 8.3
- LUMO level (eV) = 0.180
- HOMO (Eh) = -0.29744